Formula: C13H11Br3N2O4
Source: the Open Molecules 2025 dataset
Level of theory: ωB97M-V/def2-TZVPD

Each line ends with the Löwdin charge.
Cartesian coordinates (Å):
C  -0.758  1.210  -0.132  -1.45
Br  -0.896  3.167  0.275  0.51
Br  0.916  0.557  0.675  0.50
Br  -0.743  0.883  -2.121  0.59
H  -1.636  0.760  0.330  -0.02
C  -7.372  -0.990  -4.622  -0.06
C  -6.159  -1.384  -5.142  -0.08
C  -5.025  -1.338  -4.373  -0.01
C  -4.994  -0.732  -3.130  -0.17
C  -6.185  -0.265  -2.558  0.03
C  -7.410  -0.490  -3.297  -0.03
N  -3.793  -0.602  -2.366  -0.34
O  -2.882  -1.349  -2.775  0.01
O  -3.794  0.098  -1.355  0.03
H  -8.252  -1.122  -5.233  0.11
H  -6.065  -1.752  -6.153  0.11
H  -4.125  -1.703  -4.845  0.12
H  -6.267  0.112  -1.549  0.11
H  -8.348  -0.261  -2.813  0.10
C  4.290  0.501  2.808  0.06
C  4.395  0.747  4.173  0.04
C  5.610  0.658  4.815  0.07
C  6.773  0.307  4.070  0.02
C  6.624  0.061  2.655  0.10
C  5.380  0.091  2.046  0.02
N  8.116  0.296  4.702  -0.30
O  8.335  0.893  5.756  0.14
O  8.972  -0.405  4.151  0.15
H  3.333  0.595  2.316  0.08
H  3.533  1.015  4.766  0.14
H  5.724  0.856  5.871  0.14
H  7.456  -0.273  2.055  0.14
H  5.251  -0.143  1.000  0.14

Results
Electronic energy: -8633.90404 hartree
ΔE to the lowest compared entry with this formula, charge and spin: 0.000 eV
Spin multiplicity: 2
<S²>: 0.784
Kohn-Sham gap (spin up / spin down): 5.447 / 1.852 eV
Net charge: +1